Entry 1:
{
  "formula": "C14H12B2Br6F18O16P3Zr",
  "method": "ωB97M-V with the def2-TZVPD basis set",
  "e_tot_ha": -20107.8863,
  "lumo_ev": [-4.2, -7.2],
  "orbital_gap_ev": [6.20, 3.23],
  "spin_multiplicity": 2,
  "species": ["Zr", "P", "F", "F", "F", "F", "F", "F", "P", "F", "F", "F", "F", "F", "F", "P", "F", "F", "F", "F", "F", "F", "O", "C", "O", "B", "O", "C", "O", "O", "C", "O", "C", "O", "O", "O", "C", "O", "B", "O", "C", "O", "O", "C", "O", "C", "O", "O", "Br", "C", "C", "Br", "H", "H", "H", "H", "Br", "C", "C", "Br", "H", "H", "H", "H", "Br", "C", "C", "Br", "H", "H", "H", "H"],
  "positions_angstrom": [[-2.443633, -0.143145, 1.148396], [-2.923029, 0.043633, 4.013793], [-3.933634, -0.192357, 2.782602], [-2.429134, 1.115461, 2.965742], [-3.906382, 1.182628, 4.755496], [-1.671115, 0.197772, 5.027711], [-3.503949, -1.249413, 4.792033], [-2.058891, -0.944143, 3.159918], [-5.265927, 1.451190, 0.210524], [-5.596272, 3.050095, 0.015737], [-4.437567, 1.443835, -1.164174], [-3.983915, 1.702015, 1.164507], [-4.722422, -0.056077, 0.299535], [-6.020194, 1.457813, 1.599703], [-6.581290, 1.012708, -0.710875], [-0.036220, 1.812162, 0.801987], [-0.290536, 0.651296, 1.971751], [0.113806, 2.973884, 1.957260], [1.512687, 1.348175, 0.775192], [0.005090, 2.869343, -0.476123], [-0.377040, 0.593784, -0.168970], [-1.648472, 1.919970, 0.896639], [-0.259433, -3.655742, -6.433024], [-1.052549, -3.521944, -5.501132], [-1.592793, -2.430846, -5.026785], [-2.479773, -2.707557, -3.872743], [-2.679847, -4.143114, -3.960539], [-1.727098, -4.653400, -4.746634], [-1.387685, -5.830124, -4.872928], [-1.926045, -2.213736, -2.531456], [-2.693602, -1.302707, -2.040431], [-2.526835, -0.628104, -1.001957], [-3.967264, -1.319259, -2.973629], [-3.787104, -1.981085, -4.009551], [-4.995829, -0.694069, -2.615634], [0.799238, -3.524173, 2.624863], [0.842535, -3.527457, 1.392409], [1.597176, -4.344413, 0.612120], [0.924020, -4.279478, -0.701702], [0.168290, -3.045661, -0.668933], [-0.061410, -2.642023, 0.515723], [-0.812016, -1.706309, 0.942715], [0.047443, -5.428857, -0.955314], [0.312085, -5.921987, -2.144363], [-0.386245, -6.765444, -2.717849], [1.624679, -5.243590, -2.589014], [1.823082, -4.278680, -1.790075], [2.170730, -5.640895, -3.531505], [5.880701, -0.242427, -1.222625], [3.953790, 0.275727, -1.171920], [3.232619, -0.611187, -2.255699], [1.397621, 0.151154, -2.654390], [3.843528, 1.339112, -1.384430], [3.648963, 0.210298, -0.127461], [3.095345, -1.658753, -1.987667], [3.692405, -0.743145, -3.235133], [5.534989, 4.808365, 1.393817], [5.292460, 2.861914, 1.045110], [4.539769, 2.330830, 2.291229], [4.621256, 0.284808, 2.216651], [6.290921, 2.441265, 0.925798], [4.678874, 2.675798, 0.163649], [3.536018, 2.731529, 2.149630], [5.002172, 2.468101, 3.268689], [1.830143, 4.658548, 4.682081], [1.660620, 6.439307, 3.707650], [1.775274, 6.096314, 2.240950], [2.046357, 7.679742, 1.057838], [2.539004, 7.052759, 3.908200], [0.726010, 6.952033, 3.935031], [0.875231, 5.641538, 1.827190], [2.530223, 5.346397, 2.004799]],
  "atomic_forces_ev_per_a": [[1.07, 1.75, -2.32], [-2.16, 1.19, 8.65], [-3.96, -1.57, -1.81], [2.08, 3.51, -0.28], [2.01, -2.64, -1.57], [-1.71, 0.52, -1.24], [-0.01, 1.75, -0.53], [3.46, -3.58, -2.64], [-4.79, 3.71, -4.06], [0.85, -1.68, 0.49], [1.05, 1.29, 0.53], [3.36, 0.95, 0.07], [0.49, -4.05, 1.40], [-1.14, -1.08, -0.34], [1.41, 0.13, 2.26], [3.73, 2.44, -0.18], [-0.20, -0.64, 1.07], [0.03, -1.79, -2.02], [-1.14, 1.45, 0.04], [0.19, -1.70, 2.53], [-0.54, -1.12, -1.66], [-2.54, 0.86, -0.37], [-1.85, 0.59, 2.60], [1.44, -0.76, -2.66], [0.06, 1.81, 1.05], [-0.47, -0.15, -2.16], [0.57, -0.49, 0.86], [1.08, -3.09, -0.53], [-1.26, 2.52, 0.58], [0.43, 0.54, 0.56], [-0.96, -1.02, -1.27], [0.12, -0.65, 0.91], [-4.79, 5.47, 4.49], [2.04, -2.29, -1.79], [3.42, -2.38, -1.19], [0.27, 0.14, -3.74], [0.38, -0.69, 4.82], [-1.88, 0.99, -0.22], [1.19, 0.12, 2.04], [-2.05, 1.59, -1.02], [-0.34, 1.25, 1.30], [0.54, -2.16, -0.98], [-0.47, -0.97, -1.15], [-4.33, -2.39, 1.49], [2.16, 1.93, 1.28], [0.40, 0.00, -1.59], [1.34, 1.06, -0.12], [1.37, -0.50, -1.44], [-0.84, 0.34, -0.01], [0.02, -0.59, -1.33], [-0.49, 0.35, 0.59], [1.10, -0.55, 0.22], [0.36, -0.14, -0.57], [-0.22, -0.81, -0.38], [-0.26, 0.23, 0.72], [0.34, 1.01, 0.18], [-0.21, -0.71, -0.42], [0.18, -0.14, 1.47], [0.75, -0.74, -1.27], [-0.38, 1.15, 0.23], [-0.19, 0.12, -0.01], [0.22, 0.45, 0.04], [-0.20, -0.64, 0.81], [-0.18, 0.56, -0.41], [-0.25, 1.41, -0.46], [0.85, -0.54, -0.76], [-0.86, -0.64, -1.15], [0.04, -0.59, 0.76], [-0.20, -0.18, 0.78], [0.18, -0.34, 0.30], [-0.21, 0.24, 0.27], [0.48, 0.59, 0.23]],
  "mulliken_charge": [2.441, 1.183, -0.177, 0.135, -0.333, -0.330, -0.345, -0.169, 1.248, -0.381, -0.296, -0.191, -0.481, -0.353, -0.345, 1.069, -0.182, -0.307, -0.189, -0.379, -0.434, -0.375, -0.600, 0.690, -0.568, 0.929, -0.527, 0.589, -0.609, -0.244, 0.393, -0.290, 0.509, -0.398, -0.561, -0.517, 0.238, -0.430, 1.084, -0.250, 0.179, -0.250, -0.424, 0.761, -0.229, 0.546, -0.423, -0.351, -0.151, -0.172, -0.595, -0.179, 0.386, -0.127, 0.259, 0.509, -0.154, -0.412, -0.263, -0.194, 0.436, 0.128, 0.011, 0.469, -0.202, -0.386, -0.217, -0.149, 0.379, 0.376, 0.201, -0.007]
}

---

Entry 2:
{
  "formula": "C24H28N2O5",
  "method": "ωB97M-V with the def2-TZVPD basis set",
  "e_tot_ha": -1417.0481,
  "smiles": "Cc1ccc(C)c(/C(O)=C2/C(=O)C(=O)N(CCN3CCOCC3)[C@H]2c2ccc(C)o2)c1",
  "lumo_ev": -0.3,
  "orbital_gap_ev": 7.91,
  "spin_multiplicity": 1,
  "species": ["C", "C", "C", "C", "C", "C", "C", "H", "H", "C", "H", "H", "H", "C", "C", "C", "O", "C", "O", "N", "C", "H", "H", "C", "N", "C", "H", "C", "H", "O", "C", "H", "C", "H", "H", "H", "H", "H", "H", "H", "C", "C", "C", "C", "C", "O", "C", "H", "H", "H", "H", "H", "H", "O", "H", "H", "H", "H", "H"],
  "positions_angstrom": [[1.071569, 3.754673, 2.310247], [1.286363, 2.318390, 2.676542], [1.657653, 1.394410, 1.710824], [1.837772, 0.054483, 2.028781], [1.645352, -0.395547, 3.338223], [1.265939, 0.533275, 4.295509], [1.090433, 1.867266, 3.974876], [0.800484, 2.567551, 4.745688], [1.102982, 0.204502, 5.311630], [1.809320, -1.841947, 3.684115], [1.136902, -2.452387, 3.081620], [1.587973, -2.012889, 4.734194], [2.828124, -2.167550, 3.482419], [2.185257, -0.897731, 0.953475], [1.333673, -1.134316, -0.085142], [1.586287, -2.161229, -1.057910], [2.608944, -2.831677, -1.147571], [0.323391, -2.280811, -1.894819], [0.098824, -3.046778, -2.802775], [-0.538570, -1.344576, -1.415231], [-1.892190, -1.220716, -1.895007], [-1.989752, -1.932571, -2.717866], [-2.578148, -1.500942, -1.086290], [-2.273091, 0.181563, -2.392522], [-1.772947, 0.432062, -3.729486], [-2.541663, 1.392566, -4.502453], [-3.606484, 1.178428, -4.398076], [-2.249217, 2.842107, -4.092358], [-2.756858, 3.544750, -4.754981], [-0.871095, 3.132988, -4.198731], [-0.098333, 2.241711, -3.422551], [0.944069, 2.507481, -3.605217], [-0.364156, 0.782154, -3.816939], [0.223680, 0.107333, -3.197937], [-0.063075, 0.641542, -4.859201], [-0.321696, 2.397959, -2.353610], [-2.588882, 3.016360, -3.058219], [-2.259104, 1.261298, -5.551359], [-3.364113, 0.213060, -2.442401], [-1.956482, 0.929245, -1.648494], [-0.043439, -0.564016, -0.296137], [-0.890225, -0.684702, 0.932300], [-1.300094, -1.769050, 1.648032], [-2.013651, -1.257561, 2.760259], [-1.985458, 0.100027, 2.646342], [-1.310132, 0.453041, 1.530014], [-2.534244, 1.178471, 3.507512], [-3.227379, 1.802814, 2.945265], [-1.725148, 1.811943, 3.869371], [-3.054023, 0.741878, 4.354365], [-2.479236, -1.826721, 3.538103], [-1.122973, -2.797853, 1.407693], [-0.000148, 0.502092, -0.561971], [3.337967, -1.537551, 1.049673], [3.415215, -2.171058, 0.287197], [1.826618, 1.722589, 0.695168], [0.092929, 3.876050, 1.844759], [1.110852, 4.391205, 3.190605], [1.823616, 4.089034, 1.599115]],
  "atomic_forces_ev_per_a": [[-0.05, -0.03, -0.03], [0.02, -0.01, 0.07], [0.10, -0.13, 0.12], [0.19, 0.13, 0.17], [-0.02, -0.01, -0.05], [0.00, -0.06, -0.04], [0.05, 0.05, -0.14], [-0.02, 0.09, 0.07], [-0.01, -0.06, 0.10], [0.10, -0.03, 0.04], [-0.04, -0.10, -0.03], [-0.04, -0.05, 0.05], [0.01, -0.10, 0.03], [-0.37, -0.04, -0.52], [0.29, -0.07, -0.09], [0.56, 0.25, 0.54], [-0.23, -0.07, -0.16], [-0.33, -0.31, -0.47], [0.22, -0.08, 0.01], [0.13, 0.05, 0.18], [-0.40, 0.13, -0.15], [-0.07, 0.07, 0.12], [0.06, -0.02, -0.04], [0.16, -0.35, 0.06], [-0.09, -0.08, -0.09], [0.09, 0.38, 0.07], [-0.02, 0.00, -0.04], [-0.28, -0.21, -0.10], [-0.06, -0.03, 0.08], [0.05, 0.02, -0.10], [0.11, -0.31, 0.03], [-0.01, -0.05, 0.09], [0.15, 0.34, 0.01], [0.07, 0.01, -0.04], [0.11, 0.00, 0.05], [0.05, 0.00, -0.05], [0.01, 0.02, -0.07], [-0.09, 0.06, -0.02], [0.05, 0.03, 0.08], [-0.12, 0.04, 0.00], [0.05, 0.37, 0.42], [-0.12, -0.80, 0.02], [0.20, 0.46, -0.50], [-0.03, 0.55, 0.01], [-0.35, -0.51, 0.60], [-0.04, 0.30, -0.12], [0.19, 0.02, -0.35], [-0.08, 0.07, 0.03], [0.02, 0.07, 0.09], [-0.03, -0.02, 0.05], [-0.14, -0.04, 0.23], [0.10, -0.23, -0.10], [-0.04, -0.10, -0.01], [0.13, -0.08, 0.08], [-0.16, 0.14, 0.03], [0.00, 0.05, -0.15], [-0.06, 0.09, -0.04], [0.00, 0.09, 0.02], [0.03, 0.09, -0.04]],
  "mulliken_charge": [-1.595, 0.938, -0.333, 0.498, 1.225, -0.836, -1.102, 0.389, 0.372, -1.735, 0.299, 0.413, 0.334, 0.082, -0.260, 0.346, -0.786, 0.390, -0.659, 0.273, -1.350, 0.583, 0.388, -0.401, 0.039, -0.844, 0.449, -0.435, 0.363, -0.446, -0.414, 0.411, -0.417, 0.055, 0.377, 0.220, 0.272, 0.348, 0.579, 0.248, 1.543, -0.259, -0.747, -0.957, 0.450, -0.325, -1.228, 0.298, 0.185, 0.365, 0.494, 0.709, -0.246, -0.637, 0.474, 0.518, 0.281, 0.409, 0.398]
}

---

Entry 3:
{
  "formula": "C5H7OP3",
  "method": "ωB97M-V with the def2-TZVPD basis set",
  "e_tot_ha": -1293.8782,
  "lumo_ev": -0.9,
  "orbital_gap_ev": 8.22,
  "spin_multiplicity": 1,
  "species": ["C", "C", "C", "C", "C", "O", "P", "P", "P", "H", "H", "H", "H", "H", "H", "H"],
  "positions_angstrom": [[2.660210, -0.235068, -1.130145], [0.625418, -1.384486, -2.619211], [-0.056070, -0.043599, -0.380713], [-1.583457, -0.111776, 2.165179], [-1.204630, 0.782812, 0.898911], [-0.576585, 1.944971, 1.335672], [2.284039, -1.298338, -2.432995], [-0.764002, -1.016395, -1.574265], [1.538691, 0.607257, -0.107637], [3.606216, -0.215974, -0.800523], [0.422024, -1.799205, -3.514915], [-0.571382, -0.531248, 2.510233], [-2.181068, -0.864389, 1.909994], [-1.879247, 0.686085, 2.830516], [-2.115712, 0.970470, 0.385473], [-0.204444, 2.508885, 0.524425]],
  "atomic_forces_ev_per_a": [[-4.77, -0.54, -0.32], [-1.06, 1.65, 3.30], [-1.32, 1.95, 2.45], [6.21, 3.79, -0.81], [1.83, -2.32, -0.86], [1.04, 1.54, -2.20], [1.54, 0.19, -0.14], [1.05, -0.09, -0.74], [0.11, -0.55, -0.01], [3.59, 0.47, 0.77], [-1.09, -1.74, -2.82], [-1.56, 0.50, -0.09], [-2.87, -2.76, -0.73], [-0.69, -0.47, 0.65], [-0.65, 0.33, -0.95], [-1.37, -1.94, 2.53]],
  "mulliken_charge": [-0.465, -0.379, 0.178, -1.081, -0.006, -0.564, -0.127, -0.086, 0.012, 0.400, 0.395, 0.238, 0.422, 0.330, 0.392, 0.340]
}